15 unconnected molecules or ions with the total composition C60H165N15O15 at a distorted geometry, computed with ωB97M-V/def2-TZVPD.

The geometry in XYZ format:
```
255
Properties=species:S:1:pos:R:3
C -8.144 -9.418 -10.958
C -6.629 -9.689 -10.760
C -6.173 -11.078 -11.209
O -6.952 -12.159 -10.723
C -6.597 -13.351 -11.426
N -5.880 -8.615 -11.452
H -8.402 -9.350 -12.015
H -8.476 -8.457 -10.564
H -8.684 -10.193 -10.413
H -6.326 -9.603 -9.717
H -5.102 -11.181 -11.035
H -6.339 -11.065 -12.287
H -5.516 -13.419 -11.303
H -6.811 -13.387 -12.495
H -7.093 -14.178 -10.917
H -6.410 -7.810 -11.753
H -5.123 -8.368 -10.830
C -1.242 -13.902 -9.874
C -0.593 -13.583 -8.532
C -0.601 -12.058 -8.199
O 0.326 -11.474 -9.144
C 0.861 -10.279 -8.694
N -1.308 -14.204 -7.453
H -2.258 -13.511 -9.929
H -1.225 -14.962 -10.130
H -0.750 -13.471 -10.745
H 0.458 -13.869 -8.496
H -0.230 -11.870 -7.192
H -1.578 -11.575 -8.231
H 0.129 -9.541 -8.366
H 1.353 -9.702 -9.477
H 1.662 -10.437 -7.971
H -2.286 -14.307 -7.681
H -1.378 -13.612 -6.638
C -7.725 -13.109 -5.349
C -8.011 -14.587 -5.621
C -8.581 -14.907 -7.067
O -10.007 -14.663 -6.913
C -10.673 -15.838 -6.571
N -6.829 -15.342 -5.388
H -8.650 -12.535 -5.389
H -7.136 -12.724 -6.181
H -7.255 -12.781 -4.422
H -8.742 -14.905 -4.878
H -8.333 -15.895 -7.455
H -8.124 -14.290 -7.840
H -11.743 -15.653 -6.481
H -10.347 -16.236 -5.609
H -10.528 -16.567 -7.369
H -6.110 -15.072 -6.043
H -6.917 -16.341 -5.510
C -3.895 -10.225 -18.016
C -2.822 -10.815 -17.088
C -3.368 -11.283 -15.757
O -2.383 -11.731 -14.856
C -2.840 -12.116 -13.588
N -2.246 -11.939 -17.863
H -3.556 -9.962 -19.018
H -4.164 -9.265 -17.575
H -4.802 -10.795 -18.213
H -2.017 -10.143 -16.788
H -4.064 -12.116 -15.858
H -3.926 -10.451 -15.328
H -3.814 -12.605 -13.608
H -2.859 -11.205 -12.989
H -2.072 -12.796 -13.221
H -1.556 -12.326 -17.234
H -2.898 -12.695 -18.015
C -6.493 -8.246 -4.797
C -6.016 -9.405 -5.723
C -7.046 -9.695 -6.843
O -8.227 -10.184 -6.272
C -9.159 -10.633 -7.279
N -4.740 -8.944 -6.394
H -7.422 -8.603 -4.352
H -6.804 -7.384 -5.387
H -5.780 -7.892 -4.053
H -5.839 -10.305 -5.135
H -6.596 -10.456 -7.481
H -7.287 -8.821 -7.449
H -9.976 -11.145 -6.770
H -8.717 -11.415 -7.897
H -9.515 -9.788 -7.867
H -4.864 -8.105 -6.941
H -4.547 -9.584 -7.151
C -1.990 -21.416 -4.357
C -1.348 -21.082 -5.733
C -0.991 -22.372 -6.472
O -0.507 -22.076 -7.732
C -0.323 -23.231 -8.519
N -2.244 -20.202 -6.405
H -2.920 -21.983 -4.404
H -2.158 -20.535 -3.738
H -1.277 -22.015 -3.791
H -0.494 -20.435 -5.533
H -1.893 -22.984 -6.502
H -0.300 -22.815 -5.754
H -1.073 -24.019 -8.457
H 0.577 -23.799 -8.281
H -0.293 -22.948 -9.571
H -1.718 -19.915 -7.219
H -2.224 -19.326 -5.903
C 3.406 -19.381 -9.316
C 2.084 -19.640 -8.565
C 0.801 -19.479 -9.457
O 0.693 -18.268 -10.204
C 0.594 -17.132 -9.343
N 2.169 -20.970 -7.953
H 3.404 -18.326 -9.590
H 3.401 -19.897 -10.276
H 4.237 -19.657 -8.666
H 2.082 -18.910 -7.755
H -0.032 -19.637 -8.773
H 0.712 -20.355 -10.100
H 1.376 -17.147 -8.583
H -0.323 -17.207 -8.759
H 0.681 -16.153 -9.815
H 1.241 -21.159 -7.601
H 2.234 -21.548 -8.778
C -8.691 -18.376 -4.082
C -7.328 -18.958 -4.584
C -7.416 -20.490 -4.776
O -6.223 -21.087 -5.389
C -6.269 -22.491 -5.435
N -7.095 -18.296 -5.850
H -8.718 -17.325 -3.792
H -8.923 -18.785 -3.099
H -9.517 -18.571 -4.766
H -6.491 -18.652 -3.956
H -8.274 -20.787 -5.379
H -7.627 -20.923 -3.798
H -6.385 -22.918 -4.438
H -5.455 -22.921 -6.019
H -7.171 -22.677 -6.018
H -7.836 -18.548 -6.489
H -6.256 -18.642 -6.294
C 0.280 -18.795 -17.263
C 0.523 -19.547 -15.937
C -0.640 -19.474 -14.861
O -0.947 -18.215 -14.321
C 0.052 -17.727 -13.412
N 0.694 -20.919 -16.367
H 0.017 -17.761 -17.044
H -0.467 -19.308 -17.870
H 1.229 -18.799 -17.800
H 1.473 -19.382 -15.431
H -0.568 -20.165 -14.021
H -1.539 -19.903 -15.304
H 1.069 -18.069 -13.605
H -0.194 -18.012 -12.389
H -0.014 -16.644 -13.515
H 0.066 -21.228 -17.096
H 0.334 -21.488 -15.614
C -3.236 -17.022 -8.555
C -4.658 -16.693 -8.128
C -5.026 -15.273 -8.423
O -4.080 -14.332 -7.904
C -4.524 -12.965 -7.946
N -5.505 -17.730 -8.625
H -2.480 -16.375 -8.110
H -3.132 -16.913 -9.634
H -3.118 -18.074 -8.292
H -4.674 -16.661 -7.039
H -5.966 -15.177 -7.879
H -5.069 -15.114 -9.500
H -3.677 -12.359 -7.624
H -5.455 -12.810 -7.400
H -4.661 -12.738 -9.003
H -5.139 -18.625 -8.332
H -5.594 -17.719 -9.631
C -3.056 -5.706 -7.665
C -3.611 -6.395 -8.938
C -2.696 -7.500 -9.493
O -3.041 -7.955 -10.821
C -1.999 -8.748 -11.391
N -4.903 -6.941 -8.592
H -3.617 -4.810 -7.398
H -2.000 -5.451 -7.753
H -2.985 -6.355 -6.792
H -3.732 -5.587 -9.660
H -2.791 -8.371 -8.844
H -1.698 -7.063 -9.465
H -1.776 -9.671 -10.855
H -1.056 -8.204 -11.351
H -2.216 -8.937 -12.442
H -5.441 -6.196 -8.173
H -5.383 -7.201 -9.442
C 1.161 -17.954 -4.879
C 0.173 -17.131 -5.741
C -1.138 -16.793 -5.069
O -1.862 -17.904 -4.672
C -3.124 -17.635 -4.101
N 0.877 -15.960 -6.231
H 0.716 -18.931 -4.692
H 1.399 -17.390 -3.977
H 2.125 -17.996 -5.386
H -0.057 -17.767 -6.596
H -1.790 -16.344 -5.817
H -0.960 -16.043 -4.298
H -3.589 -18.610 -3.955
H -3.792 -16.932 -4.598
H -2.922 -17.204 -3.120
H 0.109 -15.382 -6.542
H 1.045 -15.397 -5.410
C -1.790 -9.510 -3.501
C -1.668 -10.679 -4.536
C -2.571 -11.896 -4.066
O -2.474 -12.908 -5.126
C -3.315 -13.964 -4.745
N -2.022 -10.131 -5.899
H -2.840 -9.276 -3.323
H -1.332 -8.635 -3.962
H -1.414 -9.786 -2.516
H -0.648 -11.059 -4.599
H -3.610 -11.577 -3.983
H -2.260 -12.203 -3.067
H -3.231 -14.710 -5.535
H -4.378 -13.724 -4.718
H -3.092 -14.479 -3.811
H -2.913 -9.661 -5.821
H -2.212 -10.914 -6.508
C -6.087 -21.043 -9.757
C -4.668 -20.978 -9.141
C -3.583 -20.374 -9.977
O -3.425 -21.098 -11.259
C -2.076 -21.012 -11.798
N -4.744 -20.317 -7.827
H -6.141 -21.623 -10.678
H -6.498 -20.076 -10.048
H -6.815 -21.537 -9.115
H -4.350 -21.997 -8.921
H -2.632 -20.312 -9.449
H -3.912 -19.348 -10.143
H -1.736 -19.996 -12.002
H -2.110 -21.483 -12.781
H -1.324 -21.548 -11.220
H -5.387 -20.698 -7.148
H -3.881 -20.523 -7.344
C -9.310 -16.277 -10.441
C -8.760 -17.610 -11.002
C -7.512 -17.561 -11.913
O -6.336 -17.030 -11.313
C -5.174 -17.195 -12.094
N -8.389 -18.449 -9.891
H -10.336 -16.362 -10.085
H -9.505 -15.538 -11.219
H -8.658 -15.783 -9.720
H -9.641 -18.021 -11.495
H -7.734 -16.960 -12.795
H -7.223 -18.561 -12.235
H -4.389 -16.739 -11.491
H -5.112 -16.659 -13.042
H -4.899 -18.246 -12.170
H -7.633 -18.004 -9.392
H -8.056 -19.297 -10.328
```

Its strongest force on any atom is 0.0546 hartree/bohr. Its energy above the lowest of the compared OMol25 structures with the same formula, charge and spin is 4.9423 eV. The LUMO energy is 0.55 eV.